252
Properties=species:S:1:pos:R:3:mulliken_charge:R:1 method="wB97M-V/def2-TZVPD" energy_ev=-290583.18108 charge=+2 spin_multiplicity=1 homo_energy_ev=-12.6 lumo_ev=-3.58 fmax_ev_per_a=5.35
O -0.466 5.343 0.673 -0.58
H 4.916 2.388 3.208 0.31
O -3.691 -2.107 0.331 -0.16
H 3.593 -8.397 -1.194 0.30
S 5.222 -2.565 -3.678 0.74
H 5.972 -0.020 1.642 0.29
C -2.187 2.518 9.523 -0.71
H 2.254 -4.753 -3.795 0.08
C -1.120 1.663 -5.009 -0.49
O -1.758 0.742 3.597 -0.72
H -0.647 -1.191 1.825 0.41
H 1.411 -4.142 -1.550 -0.56
N -5.306 6.364 -6.769 -0.04
H -1.721 2.488 -1.476 -0.67
C -0.119 -6.987 7.056 -0.85
O -4.370 5.327 -4.152 0.16
H 4.247 2.406 -2.994 0.66
H 1.369 -2.191 2.552 -1.30
H 1.091 -6.034 -3.921 0.50
H -3.734 3.557 -0.599 0.37
H -0.559 -6.892 4.966 0.34
H -1.352 2.309 5.701 -0.25
O -7.307 0.839 -5.746 -0.31
H -6.725 5.367 -5.528 0.26
H -1.226 6.311 -5.752 0.35
H -2.539 -3.764 5.065 0.70
O -2.602 -4.014 -2.133 -0.47
H 5.606 3.058 -4.439 0.23
N -1.215 -5.125 5.954 -0.06
H 7.024 5.137 -2.845 0.42
S -2.950 -2.874 -2.922 1.04
O 0.221 -6.067 8.042 -0.25
H -1.725 2.966 3.080 -0.85
H -2.987 4.273 1.457 0.06
H 2.209 -0.500 -1.097 0.07
H 1.046 -7.446 9.395 0.32
H 4.898 -5.904 0.945 0.13
H -1.068 -7.512 7.292 0.43
O 1.779 6.388 1.229 -0.70
H 5.683 -5.882 -2.717 0.05
N 5.774 2.481 -1.585 0.71
H 7.849 -6.236 -1.920 0.33
C 0.214 -0.596 1.531 1.07
H -1.260 -1.846 -0.523 0.18
F 1.004 2.802 -2.612 -0.13
H -3.039 4.859 4.988 0.67
O 0.017 -4.267 1.338 -0.36
C -1.846 0.625 -0.323 1.83
S 0.709 -5.521 1.679 0.70
H 4.869 -8.452 0.013 0.44
H 6.923 1.421 2.164 0.49
C -3.279 0.890 -4.680 -0.53
H 5.597 -4.759 -0.261 -0.36
C 0.875 4.083 -3.023 0.38
C 7.150 -6.899 -1.424 -0.87
F 2.625 3.641 2.038 -0.19
H 5.536 3.004 0.987 0.35
H 3.973 -4.813 -1.859 -0.66
H -1.862 4.769 -5.202 -0.34
H 3.421 -7.478 0.357 0.16
F 0.456 -6.264 0.352 -0.31
C -3.319 4.351 2.486 -1.63
N 0.352 -0.589 0.038 1.28
H 0.558 -5.891 10.048 0.24
H -2.509 -0.007 -0.895 -0.17
H -4.207 3.447 9.328 0.29
F 7.058 -3.246 -1.840 -0.24
H -3.606 5.407 2.672 0.56
H -2.143 5.509 6.974 0.36
C -2.640 4.766 7.581 -1.01
C 6.461 3.266 -3.806 -0.75
H -1.093 1.048 -5.875 0.52
H -4.379 6.692 -6.472 0.40
C -2.068 2.116 -0.506 1.58
C -6.909 0.345 -3.420 -0.38
H -6.809 7.069 -5.405 0.45
H -5.155 2.007 -4.544 0.36
H -1.591 -4.787 3.886 0.03
F 6.656 -1.229 -1.986 -0.35
C 6.077 -2.421 -2.034 0.57
C -0.403 0.558 -0.716 0.49
C 5.957 3.965 -1.423 -0.60
H -0.984 -2.352 4.074 -1.19
H -0.544 2.569 -5.107 0.07
C -1.760 3.334 5.804 -0.80
H 0.539 -1.180 7.009 0.36
H -0.415 -0.728 5.549 0.04
C 6.266 1.657 -0.429 -0.91
H -2.878 4.375 -3.223 -0.31
C 2.748 -6.486 -2.649 -1.06
S -4.220 -2.342 3.457 0.97
H 1.910 -0.475 2.883 -0.21
C -1.599 5.360 -6.091 -0.16
C 0.833 -4.682 -2.273 0.10
H 6.369 1.181 -3.147 0.09
C -3.703 2.511 9.039 -0.61
H -5.695 -0.480 -4.879 0.64
H 6.833 4.069 -0.758 0.66
O -3.991 -3.659 2.912 -0.55
C -4.919 5.108 -7.545 -1.08
H -1.506 2.742 0.198 -0.59
C -3.610 4.525 -6.985 0.49
H 7.299 1.997 -0.191 0.55
O 4.811 -3.966 -3.662 -0.60
C -0.505 -3.115 4.666 3.33
C -7.658 1.265 -4.384 -0.72
H -4.223 1.635 9.387 0.45
O -4.092 0.801 2.970 -0.55
H -4.913 -0.657 -3.431 -0.03
S -4.528 -2.088 -0.883 0.77
H 0.714 -5.727 5.381 0.16
O -1.911 -2.263 -3.680 -0.64
C 5.934 1.053 1.915 -0.60
H -2.087 0.486 0.729 -0.67
H 2.815 -5.612 -0.707 -1.07
H 3.515 -1.295 1.139 0.65
H 5.275 5.035 -3.194 0.35
F -3.396 0.406 5.271 -0.37
H 1.277 -1.334 5.375 0.19
F -5.162 -0.623 -0.805 -0.29
C -0.191 -1.850 -0.658 0.24
H -4.500 1.534 -2.939 -0.54
H -0.004 0.421 1.840 -0.57
H 4.036 0.825 3.025 -0.07
H -7.382 2.294 -4.312 0.22
F -4.500 -2.698 5.114 -0.43
O 2.092 -0.043 -3.833 -0.53
S 1.002 5.243 0.750 0.89
F 4.477 -0.874 -6.457 -0.18
N -2.826 -1.504 3.536 -0.07
F 4.479 0.957 -5.196 -0.13
C -1.564 -4.196 4.812 -1.44
H -5.941 6.523 -3.357 0.37
H -5.815 4.473 -7.503 0.39
C -5.230 6.439 -4.202 -0.72
C 1.282 3.819 1.917 0.49
F -0.420 4.578 -2.915 -0.04
H 0.147 1.485 -0.456 -0.75
H 0.141 -5.287 -1.696 0.29
S 1.906 5.147 -1.986 0.70
O -2.770 5.654 -6.779 -0.56
H -2.076 -5.561 6.288 0.48
O 1.437 6.476 -2.198 -0.69
C 1.720 -5.468 -3.225 -0.89
N 4.722 -6.554 -1.011 0.60
H -3.460 0.605 -5.725 0.45
N -3.667 -1.574 -2.256 -0.49
C 6.668 2.190 -2.837 -0.34
H 7.315 3.432 -4.444 0.47
H 5.489 -7.704 -2.597 0.47
F 5.192 -2.535 -1.051 -0.01
O 0.264 -6.541 2.620 -0.68
F 0.746 2.697 1.503 -0.36
H 7.608 -5.725 0.481 0.46
C -0.213 -6.182 5.718 -0.30
H -0.578 3.429 8.445 0.50
C -1.407 2.769 8.272 -0.61
H -7.407 -0.595 -3.366 0.54
F 2.791 0.541 -6.507 -0.22
C 5.012 1.302 3.108 -0.97
N 4.053 -1.498 -3.407 -0.09
H -4.014 5.231 -2.097 0.43
C -4.642 1.227 -3.968 0.10
H 3.382 -6.735 -3.490 0.40
S 3.112 -4.651 2.845 0.83
N -5.548 0.038 -4.007 0.46
O 2.365 -4.148 3.974 -0.47
N -2.302 3.346 7.234 0.64
O 4.193 -3.809 2.428 -0.51
H -0.905 4.019 5.840 0.33
C 0.346 -1.402 5.932 -0.50
O -2.498 2.053 -4.752 0.17
H -6.868 0.780 -2.409 0.28
C -2.155 3.905 3.468 1.27
C -3.499 2.392 7.526 -0.45
C 5.466 -5.811 0.039 0.02
H 0.047 -1.728 -1.715 0.12
O -0.181 -2.708 5.954 -0.65
H 2.321 -2.470 0.555 -0.76
C -2.727 3.820 4.819 -0.46
H 0.228 -3.994 -2.815 0.42
H 0.593 -7.815 7.007 0.49
C 5.727 -6.774 -2.088 -0.23
H -4.003 1.922 -1.186 -0.76
C 6.882 -6.415 0.026 -0.63
O 3.187 4.854 -2.536 -0.61
S 2.912 -1.037 -4.450 0.83
H -3.221 1.378 7.211 0.19
F 1.215 4.022 -4.386 -0.27
C 1.846 -0.423 -0.083 -0.26
H 1.990 0.611 0.232 -0.10
H 0.357 -3.507 4.131 -0.96
H -9.051 -0.260 -5.862 0.33
C 4.104 -7.818 -0.451 -0.72
F 4.020 -6.038 3.322 -0.44
H -3.700 4.967 7.429 0.38
H -2.399 5.042 8.609 0.36
H -5.617 7.117 -7.421 0.41
C 0.264 -6.675 9.357 -0.79
H -3.242 3.787 -7.714 0.62
H 5.048 4.466 -0.995 0.15
C 2.447 -1.438 0.900 0.62
H -1.855 1.566 9.921 0.34
S -3.053 0.150 3.670 0.95
H -0.949 -4.564 6.788 0.58
H 7.587 -7.891 -1.434 0.34
H -9.149 1.387 -6.641 0.34
C -6.106 6.242 -5.453 -0.73
H 3.616 2.313 -1.374 -0.28
H -0.767 -7.030 9.626 0.32
H -1.389 4.670 3.353 0.40
C 5.436 1.944 0.744 0.80
H -0.836 4.826 -6.668 0.35
H -3.736 4.007 -6.017 -0.41
H -4.708 5.391 -8.594 0.40
H -8.379 0.080 -7.447 0.25
O 2.359 -2.128 -5.134 -0.64
C -3.513 2.513 -0.445 -0.86
H -4.721 7.379 -4.369 0.45
H -2.868 6.188 -3.076 0.53
H 6.946 -7.234 0.769 0.38
C -8.535 0.523 -6.464 -0.83
H -4.401 2.656 6.974 0.43
C 3.534 -5.754 -1.515 2.06
C 4.412 2.000 -2.026 -0.40
O -5.588 -2.998 -0.961 -0.64
H 0.078 -2.791 -0.153 -0.54
H -2.845 0.045 -4.113 0.05
F -3.864 -3.454 -4.177 -0.41
H -4.276 3.836 2.576 0.36
H 7.672 2.044 -2.435 0.61
H 6.246 0.599 -0.730 -0.25
F 0.763 4.193 3.087 -0.17
C 1.549 -1.198 2.124 0.95
H -3.978 2.316 0.509 0.14
N 1.678 4.469 -0.541 0.00
H 5.460 0.927 4.049 0.47
H 2.237 -7.328 -2.262 0.56
C 6.162 4.484 -2.859 -0.70
O 6.225 -2.139 -4.652 -0.71
H 4.371 1.780 0.622 -0.31
H -2.060 3.243 10.297 0.37
C 3.734 -0.065 -5.685 0.28
H -0.970 1.835 7.864 0.23
H -8.718 1.245 -4.178 0.60
H -0.756 1.141 -4.145 -0.11
H -0.269 0.294 -1.760 -0.22
H 4.425 0.898 -2.049 -0.19
O -5.452 -1.582 3.044 -0.57
C -3.449 5.273 -3.059 -0.66
N 2.259 -5.244 1.517 -0.02
H -3.675 3.235 4.878 0.29